The following is a DFT calculation (ωB97M-V/def2-TZVPD) of a structure of composition C30H45BClGeN13O3RuSe.

Calculated values
- HOMO energy: -12.13 eV
- Multiplicity: 1
- Lowest unoccupied orbital energy: -6.35 eV
- HOMO-LUMO gap: 0.21246 hartree
- Maximum force: 0.4 eV Å⁻¹
- E_tot: -7165.66268 hartree
- Energy above the lowest of the compared OMol25 structures with the same formula, charge and spin: 0.375 eV
- Total charge: +2

The geometry in XYZ format:
```
96
Properties=species:S:1:pos:R:3:forces:R:3
Ru 0.6957 0.5585 0.4124 -0.2 -0.3 0.0
C -3.1140 2.4558 0.6766 0.0 0.0 0.0
C -2.1757 1.7270 -0.0420 0.0 0.0 0.0
N -1.0143 1.7376 0.6081 0.3 0.2 0.0
N -1.1775 2.4390 1.7415 -0.2 0.0 0.1
C -2.4389 2.8910 1.8030 0.0 0.0 0.0
B 0.0047 2.7088 2.7130 0.0 0.2 -0.2
N 0.4732 1.3852 3.3327 0.0 -0.1 0.0
C 0.7315 1.0001 4.5965 0.0 0.0 0.0
C 1.1530 -0.3137 4.5776 0.0 0.0 0.0
C 1.1300 -0.6766 3.2350 -0.1 0.0 0.0
N 0.7205 0.3484 2.4930 0.1 0.2 -0.1
N 1.1288 3.2096 1.7224 0.2 -0.1 0.1
C 1.9198 4.2860 1.7483 -0.1 0.1 0.0
C 2.6338 4.3448 0.5595 0.0 0.0 0.0
C 2.2143 3.2361 -0.1591 -0.1 0.1 -0.1
N 1.3115 2.5524 0.5574 0.1 -0.1 0.0
N -0.3624 3.7852 3.6804 0.1 -0.1 0.0
C -0.6481 5.0936 3.4049 0.0 0.0 0.0
C -1.1906 5.6495 4.5276 0.0 0.0 0.0
C -1.2213 4.5920 5.4624 0.0 0.0 0.0
N -0.7387 3.4787 4.9515 0.0 0.0 0.0
H -4.1412 2.6403 0.4165 0.0 0.0 0.0
H -2.2921 1.1575 -0.9476 0.0 0.0 0.0
H -2.7621 3.4980 2.6329 0.0 0.0 0.0
H 0.5527 1.6802 5.4099 0.0 0.0 0.0
H 1.4158 -0.9247 5.4226 0.0 0.0 0.0
H 1.3586 -1.6249 2.7752 0.0 0.0 0.0
H 1.8984 4.9603 2.5884 0.0 0.0 0.0
H 3.3307 5.1050 0.2526 0.0 0.0 0.0
H 2.5145 2.8931 -1.1369 0.0 0.0 0.0
H -0.4633 5.5250 2.4339 0.0 0.0 0.0
H -1.5191 6.6654 4.6619 0.0 0.0 0.0
H -1.5756 4.6042 6.4807 0.0 0.0 0.0
C 5.3947 1.5354 0.7988 0.0 0.0 0.0
N 5.0823 0.1139 0.6815 0.0 0.0 0.0
C 6.1863 -0.8356 0.8405 0.0 0.0 0.0
C 3.8163 -0.2704 0.4784 0.0 0.0 0.0
N 2.8070 0.5549 0.5744 0.1 0.1 0.0
N 3.6113 -1.5868 0.1674 0.0 0.0 0.0
C 2.3545 -2.1224 0.0757 0.0 0.1 -0.1
N 2.2752 -3.4596 0.0290 0.0 0.0 -0.1
N 1.2937 -1.3898 0.0147 0.3 0.1 0.2
H 6.4697 1.6590 0.7140 0.0 0.0 0.0
H 5.0778 1.9436 1.7628 0.0 0.0 0.0
H 4.9282 2.0981 -0.0098 0.0 0.0 0.0
H 6.6676 -1.0609 -0.1128 0.0 0.0 0.0
H 5.8529 -1.7530 1.3230 0.0 0.0 0.0
H 6.9237 -0.3943 1.5054 0.0 0.0 0.0
H 3.1186 1.4448 0.9292 0.0 0.0 0.1
H 4.4075 -2.1786 0.0020 0.0 0.0 0.0
H 3.0863 -4.0515 0.0617 0.0 0.0 0.0
H 1.3631 -3.8940 0.0277 0.0 0.0 0.0
H 0.4762 -2.0129 0.0682 -0.1 0.0 0.0
C 0.7473 0.2677 -5.6474 0.0 0.0 0.0
Ge -0.1499 -1.1643 -4.6645 0.0 0.0 0.0
C 0.9909 -2.7410 -4.5267 0.0 0.0 0.0
C -1.9056 -1.5598 -5.4000 0.0 0.0 0.0
C -0.4564 -0.5988 -2.7615 -0.1 0.1 0.0
Se 0.8062 0.7193 -2.1003 0.0 -0.2 0.0
C -0.0687 2.3262 -2.7462 0.0 0.0 0.0
H 1.2464 -0.1630 -6.5155 0.0 0.0 0.0
H 1.5097 0.7724 -5.0516 0.0 0.0 0.0
H 0.0327 1.0071 -6.0101 0.0 0.0 0.0
H 1.3448 -3.0475 -5.5105 0.0 0.0 0.0
H 0.4388 -3.5730 -4.0884 0.0 0.0 0.0
H 1.8650 -2.5333 -3.9055 0.0 0.0 0.0
H -1.8182 -1.8542 -6.4457 0.0 0.0 0.0
H -2.5504 -0.6812 -5.3496 0.0 0.0 0.0
H -2.3822 -2.3763 -4.8583 0.0 0.0 0.0
H -0.3308 -1.4658 -2.1140 0.0 0.0 0.0
H -1.4625 -0.2115 -2.5978 0.0 0.0 0.0
H -0.0474 2.2766 -3.8319 0.0 0.0 0.0
H 0.5004 3.1884 -2.4084 0.0 0.0 0.0
H -1.0882 2.3879 -2.3842 0.0 0.0 0.0
C -4.4261 -5.4805 0.7316 0.0 0.0 0.0
C -4.3562 -4.4027 -0.3109 0.0 -0.1 0.0
C -4.7967 -4.6178 -1.6063 0.0 0.0 0.0
C -4.7392 -3.6074 -2.5587 -0.1 -0.1 -0.1
Cl -5.2960 -3.9162 -4.1746 0.0 0.0 0.1
C -4.2455 -2.3652 -2.2321 0.1 0.1 0.0
C -3.7863 -2.1334 -0.9374 0.0 0.1 -0.1
C -3.8467 -3.1411 0.0104 0.0 0.0 0.1
O -3.4302 -2.9850 1.3166 -0.1 0.0 -0.1
C -2.7233 -1.8161 1.5958 0.0 0.0 -0.1
C -1.3743 -1.8001 0.8784 0.0 0.2 0.1
O -0.7540 -2.8366 0.6770 0.0 0.0 0.0
O -1.0032 -0.5979 0.5221 -0.2 -0.2 0.0
H -4.6335 -6.4452 0.2730 0.0 0.0 0.0
H -5.2172 -5.2696 1.4535 0.0 0.0 0.0
H -3.4933 -5.5466 1.2903 0.0 0.0 0.0
H -5.1932 -5.5861 -1.8829 0.0 0.0 0.0
H -4.2292 -1.5773 -2.9726 0.0 0.0 0.0
H -3.4101 -1.1494 -0.6925 0.0 0.0 0.0
H -2.5353 -1.8005 2.6711 0.1 0.0 0.0
H -3.2779 -0.9094 1.3416 0.0 0.0 0.0
```
Positions in Å, forces in eV/Å.



The following is a DFT calculation (ωB97M-V/def2-TZVPD) of a cluster of 6 separate species, C30H45BN2O20 in total in a non-equilibrium geometry.

Calculated values
- HOMO energy: -8.63 eV
- Multiplicity: 1
- Structure (SMILES): CCOCCOC1=C(B(O)N(C)C)C(=O)C(CCCN)=CC1=O.O=C1OCCO1.O=C1OCCO1.O=C1OCCO1.O=C1OCCO1.O=C1OCCO1
- Lowest unoccupied orbital energy: -0.44 eV
- HOMO-LUMO gap: 0.30102 hartree
- Maximum force: 1.3 eV Å⁻¹
- E_tot: -2809.33430 hartree

The geometry in XYZ format:
```
98
Properties=species:S:1:pos:R:3:forces:R:3
C -6.1982 3.2030 3.8693 -0.6 0.7 -0.3
C -6.9542 3.7571 2.6420 0.5 -0.3 0.7
O -7.4196 2.6932 1.8244 0.1 0.4 -0.2
C -6.9400 2.6710 0.5124 -0.3 -0.6 -0.3
C -5.7527 1.7116 0.2463 0.1 0.7 0.3
O -5.5185 0.8026 1.3324 0.3 0.0 0.0
C -4.1858 0.4747 1.3599 -0.1 -0.7 -0.5
C -3.6945 -0.6038 0.7290 -0.1 0.5 0.1
B -4.5352 -1.6303 -0.1082 -0.2 -0.7 0.5
O -5.2494 -1.2043 -1.1979 0.6 0.5 0.0
N -4.5085 -3.0589 0.2530 0.0 0.3 -0.6
C -5.8408 -3.6517 0.3868 0.3 0.0 0.0
C -3.6823 -3.8116 -0.7014 -0.1 -0.1 0.4
C -2.2031 -0.7807 0.8357 0.0 -0.4 0.5
O -1.6602 -1.8535 1.0245 -0.2 0.7 -0.5
C -1.4354 0.5082 0.7208 0.3 0.6 0.3
C -0.1912 0.5554 -0.1203 -0.6 0.3 -0.5
C -0.4195 -0.1302 -1.4794 0.4 0.6 0.5
C -1.6272 0.4023 -2.2276 -0.7 -0.9 -0.6
N -2.0371 -0.6042 -3.2377 -0.1 0.1 0.0
C -1.9383 1.5723 1.3638 -0.3 -0.9 -0.2
C -3.2160 1.3669 2.1080 0.0 0.4 0.5
O -3.4366 1.8247 3.2110 -0.1 0.0 -0.7
H -6.7320 3.4718 4.7777 0.0 -0.1 0.2
H -5.2131 3.6523 3.9199 0.2 -0.2 0.1
H -6.1391 2.1269 3.7822 0.2 -0.1 0.1
H -7.8006 4.3542 2.9743 -0.3 0.0 -0.1
H -6.2826 4.4225 2.0993 -0.1 0.0 -0.3
H -6.6506 3.6580 0.1483 0.0 0.2 0.1
H -7.7663 2.3521 -0.1218 -0.2 -0.1 0.0
H -5.9365 1.1762 -0.6820 0.1 -0.3 0.0
H -4.8449 2.3010 0.0955 0.1 0.1 0.0
H -5.3960 -1.9385 -1.8017 -0.5 -0.1 0.0
H -6.2328 -3.4436 1.3780 -0.2 0.1 0.1
H -6.5620 -3.3053 -0.3628 -0.1 0.0 0.0
H -5.7655 -4.7302 0.2730 0.0 -0.1 0.1
H -3.2619 -4.6772 -0.1938 0.1 -0.2 -0.1
H -2.8424 -3.2189 -1.0608 0.1 0.1 0.0
H -4.2675 -4.1625 -1.5604 0.0 0.0 -0.2
H -0.0125 1.6096 -0.3316 0.2 0.1 0.2
H 0.6886 0.1634 0.3785 0.0 -0.2 0.1
H -0.4890 -1.2045 -1.3287 -0.1 -0.2 -0.2
H 0.4552 0.0954 -2.0835 0.2 -0.4 -0.1
H -1.4034 1.3030 -2.7920 0.2 0.3 0.2
H -2.4875 0.6072 -1.5817 0.2 0.3 0.3
H -2.5295 -1.3556 -2.7671 0.1 -0.2 0.1
H -2.7421 -0.2004 -3.8434 0.1 0.1 -0.1
H -1.4814 2.5500 1.3363 0.2 0.1 0.3
O 3.1139 0.8995 -1.1588 -0.1 0.2 -0.1
C 3.6216 -0.0861 -0.7187 0.1 -0.1 0.2
O 3.0256 -0.9296 0.1424 0.1 0.1 -0.1
C 3.8488 -2.1032 0.2608 0.0 -0.4 0.0
C 5.2103 -1.5759 -0.1334 0.2 -0.2 0.2
O 4.8712 -0.4964 -1.0213 -0.1 -0.1 0.0
H 3.8189 -2.4920 1.2749 -0.1 0.2 0.1
H 3.4783 -2.8637 -0.4277 0.0 0.1 0.0
H 5.7690 -1.1691 0.7103 -0.1 0.1 0.0
H 5.8194 -2.3176 -0.6440 -0.1 0.1 -0.2
O 6.8359 0.3794 3.0109 0.0 -0.1 0.0
C 6.1089 1.2757 2.7184 0.0 0.0 0.0
O 6.0097 2.4387 3.3994 0.0 0.0 -0.1
C 5.2124 3.3423 2.6197 0.0 0.1 -0.1
C 4.3910 2.4046 1.7631 0.0 -0.2 -0.3
O 5.2771 1.2660 1.6591 -0.1 0.1 -0.1
H 4.6103 3.9724 3.2601 0.0 -0.1 0.2
H 5.8810 3.9723 2.0286 0.0 -0.1 0.0
H 3.4551 2.0886 2.2246 0.6 0.0 -0.2
H 4.1750 2.8137 0.7783 0.1 -0.2 -0.1
O 3.0488 -1.5427 -6.7079 0.0 -0.1 -0.1
C 3.6967 -0.9944 -5.8743 0.0 0.1 0.1
O 4.5604 -1.6189 -5.0415 0.0 0.1 -0.2
C 5.2996 -0.6210 -4.3356 0.3 0.1 0.2
C 4.3757 0.5732 -4.4018 0.0 0.1 0.2
O 3.6640 0.3333 -5.6269 0.1 -0.1 0.0
H 5.4990 -0.9480 -3.3202 -0.1 -0.1 0.0
H 6.2465 -0.4452 -4.8511 0.0 0.0 -0.1
H 3.6613 0.6008 -3.5788 0.0 0.0 0.0
H 4.9063 1.5207 -4.4398 -0.1 0.0 -0.2
O 3.5821 -4.4904 -2.1660 0.1 0.0 0.1
C 3.2851 -4.7427 -3.2921 0.0 0.1 -0.1
O 2.9010 -3.8274 -4.2017 -0.1 -0.2 0.1
C 2.8570 -4.4626 -5.4859 -0.1 0.0 -0.2
C 2.6643 -5.9159 -5.1111 -0.1 -0.1 -0.2
O 3.2903 -5.9860 -3.8238 0.0 0.1 0.0
H 2.0469 -4.0595 -6.0852 0.0 0.2 0.1
H 3.8005 -4.2796 -6.0001 0.0 0.0 0.0
H 1.6121 -6.1865 -5.0050 0.0 0.0 0.0
H 3.1398 -6.6035 -5.8055 0.1 -0.1 0.1
O 2.3190 3.2338 3.2694 -0.7 0.4 0.5
C 2.2464 3.2695 4.4583 -0.2 0.0 0.0
O 3.1047 2.6374 5.2845 0.0 0.0 0.0
C 2.8502 3.0883 6.6204 0.0 0.0 0.2
C 1.4130 3.5554 6.5295 -0.1 0.0 0.2
O 1.3059 3.9405 5.1531 0.1 0.0 0.0
H 2.9960 2.2806 7.3319 0.0 -0.1 -0.2
H 3.5419 3.8989 6.8544 0.0 0.0 0.0
H 0.6979 2.7554 6.7259 0.0 0.0 0.0
H 1.1938 4.3963 7.1815 0.0 0.1 -0.2
```
Positions in Å, forces in eV/Å.



- Among the records above, which one has the lowest HOMO energy?
  C30H45BClGeN13O3RuSe



- Which formula does entry 2 have?
  C30H45BN2O20



- The highest HOMO energy belongs to which entry?
  C30H45BN2O20



- What is the maximum force in the first record?
  0.4 eV Å⁻¹